ORCA calculation (the ωB97M-V functional and the def2-TZVPD basis) on C22H37N3P3RhSe as an isolated structure.

Structure (XYZ):
```
67
Properties=species:S:1:pos:R:3
Rh 0.0320 -0.6384 -1.2481
C -1.4438 1.6562 -3.3154
P -1.6045 0.7898 -1.7470
C -2.8798 -0.4873 -2.0866
N -3.7746 -0.1995 -3.0016
C -4.7341 -1.1182 -3.2449
C -5.7367 -0.8486 -4.2095
C -6.7038 -1.7781 -4.4369
C -6.7202 -3.0115 -3.7245
C -5.7693 -3.2993 -2.7945
C -4.7490 -2.3514 -2.5338
N -3.7992 -2.6308 -1.6142
C -2.8765 -1.7257 -1.3941
P -1.5637 -2.0042 -0.1377
C -2.4172 -2.1071 1.4517
C -0.7066 -3.6240 -0.4152
C -1.6281 -4.7759 -0.8090
C 0.0479 -3.9565 0.8784
C 0.3126 -3.3456 -1.5298
C -2.2066 2.0075 -0.5043
C -2.5502 1.2958 0.8008
C -3.4781 2.6455 -1.0889
C -1.1278 3.0744 -0.2824
H -2.4511 1.8905 -3.6588
H -0.9827 1.0100 -4.0607
H -0.8688 2.5732 -3.2012
H -5.7080 0.0949 -4.7366
H -7.4772 -1.5845 -5.1677
H -7.5052 -3.7259 -3.9320
H -5.7645 -4.2288 -2.2423
H -2.9727 -3.0469 1.4562
H -3.1134 -1.2836 1.5719
H -1.7013 -2.0977 2.2721
H -2.4001 -4.9548 -0.0609
H -1.0293 -5.6862 -0.8908
H -2.1212 -4.6031 -1.7632
H -0.6327 -4.2484 1.6765
H 0.6690 -3.1272 1.2307
H 0.7093 -4.8045 0.6897
H -0.1609 -3.0050 -2.4651
H 0.8613 -4.2558 -1.7827
H 1.0985 -2.6337 -1.1978
H -3.3857 0.6070 0.6581
H -2.8721 2.0453 1.5255
H -1.6940 0.7710 1.2245
H -4.2423 1.9058 -1.3301
H -3.2789 3.2489 -1.9732
H -3.8880 3.3121 -0.3282
H -0.2054 2.6443 0.1032
H -1.5050 3.7804 0.4596
H -0.9183 3.6472 -1.1869
C 3.3200 -0.4465 -1.7935
P 1.8261 0.3867 -2.3925
C 1.8870 0.1816 -4.1892
C 2.1090 2.1378 -2.0477
H 4.1964 0.0142 -2.2522
H 3.3028 -1.5037 -2.0609
H 3.4013 -0.3554 -0.7101
H 2.8185 0.6062 -4.5686
H 1.0575 0.6814 -4.6853
H 1.8660 -0.8794 -4.4403
H 3.0412 2.4511 -2.5193
H 2.1831 2.2799 -0.9704
H 1.2967 2.7550 -2.4293
Se 2.3921 -0.6968 2.3966
C 1.3839 -0.0893 1.1434
N 0.6894 0.3864 0.2890
```

Output
HOMO-LUMO gap (alpha / beta): 0.217 / 0.217 Eh
Electronic energy: -4560.321955 Eh
Total charge: +2
Largest force on an atom: 0.5 eV/A

ORCA calculation (the ωB97M-V functional and the def2-TZVPD basis) on C22H38AlF3O11P as an isolated structure in a non-equilibrium geometry.

Structure (XYZ):
```
76
Properties=species:S:1:pos:R:3
C 5.5193 2.9572 -0.5272
P 3.8668 2.0905 -0.9291
O 4.2947 0.4732 -1.5046
C 2.9204 2.9104 -2.3689
C 3.7241 3.5308 -3.6535
C 4.6839 4.8176 -3.3269
O 4.2780 5.6261 -2.1673
C 5.4759 6.3944 -1.7055
C 4.9235 7.2967 -0.4118
F 6.1327 7.8633 0.2331
F 4.1850 6.3139 0.4609
F 3.9397 8.3285 -0.8674
O 2.2519 1.7203 -2.9933
Al 0.8682 1.2898 -1.7382
O 0.7459 2.9435 -0.8445
C 1.7112 3.7539 -1.6532
C 0.8922 4.7354 -2.6793
C -0.2511 5.5421 -1.8250
C -1.7748 5.1895 -2.3884
O -1.9507 3.7018 -2.4404
H 6.0904 3.2342 -1.5113
H 5.2964 3.9170 0.1350
H 6.1437 2.1944 0.1461
H 3.5848 -0.1853 -1.1812
H 2.9769 3.7991 -4.5431
H 4.4375 2.6794 -4.0894
H 5.8238 4.5755 -3.2091
H 4.6044 5.5396 -4.2747
H 6.2722 5.6449 -1.2334
H 5.9370 7.0756 -2.5391
H -0.4801 1.1880 -2.6186
H 1.3220 -0.0049 -0.9502
H 2.2186 4.4107 -0.7954
H 0.4406 4.0672 -3.5346
H 1.6149 5.5203 -3.1601
H -0.1436 5.4067 -0.6651
H -0.1136 6.7093 -2.0311
H -2.6058 5.6135 -1.6653
H -1.8750 5.6456 -3.4629
H -2.7492 3.4586 -1.8564
O -1.2748 -1.0102 -0.7590
C -0.6855 -1.9746 -0.2999
O 0.6725 -2.0683 -0.1942
C 1.0166 -3.3686 0.2817
C -0.2192 -3.8778 0.9763
C -1.3309 -3.2378 0.1838
H 1.2985 -3.9906 -0.5743
H 1.8684 -3.2979 0.9644
H -0.2765 -4.9691 1.0079
H -0.2439 -3.5076 2.0085
H -1.6178 -3.8456 -0.6788
H -2.1984 -3.0220 0.8117
O 0.4711 -6.5504 3.1003
C -0.5893 -6.3463 3.6679
O -1.5562 -5.4976 3.2109
C -2.6056 -5.4209 4.1747
C -2.4870 -6.6800 4.9928
C -1.0028 -6.9449 4.9782
H -2.4609 -4.5182 4.7775
H -3.5709 -5.3553 3.6643
H -2.9039 -6.5807 5.9986
H -3.0114 -7.5009 4.4886
H -0.4880 -6.4214 5.7886
H -0.7859 -8.0151 5.0087
O -4.2224 -4.9292 2.0417
C -5.4297 -4.8033 1.9205
O -6.3445 -5.2328 2.8385
C -7.6586 -5.0223 2.3240
C -7.5093 -3.9473 1.2795
C -6.1264 -4.2042 0.7364
H -8.0234 -5.9645 1.9017
H -8.3267 -4.7146 3.1337
H -8.2916 -3.9769 0.5164
H -7.5390 -2.9600 1.7564
H -6.1382 -4.9336 -0.0782
H -5.6411 -3.2779 0.4204
```

Output
HOMO-LUMO gap: 0.208 Eh
Electronic energy: -2571.999384 Eh
Total charge: -1
Largest force on an atom: 5.2 eV/A

ORCA calculation (the ωB97M-V functional and the def2-TZVPD basis) on C22H38AuN2S4SbSi3 as an isolated structure in a non-equilibrium geometry.

Structure (XYZ):
```
71
Properties=species:S:1:pos:R:3
Au -2.7040 0.2438 -1.8286
S -3.2205 -1.7536 -3.1171
S -5.2538 -1.8730 -2.8798
S -5.7431 -1.3502 -0.9124
S -5.2608 0.5854 -0.6095
C 0.4567 -0.1788 -2.7884
Sb 0.7029 0.7895 -0.8546
C -1.3408 1.6324 -0.8753
C -1.5033 2.0701 0.5144
C -2.4252 1.5141 1.4114
C -2.4811 1.9888 2.7023
C -1.6523 3.0393 3.0877
C -0.7757 3.5332 2.1415
N -0.6779 3.0550 0.9159
Si -1.2963 3.2176 -1.9080
C -2.9917 4.0397 -1.5594
C -1.1256 2.9228 -3.7946
C -0.0422 4.6677 -1.6368
C 1.3423 -1.2892 0.4042
C 0.0584 -1.9703 0.6692
C -0.0157 -3.2385 1.2581
C -1.2459 -3.8374 1.4273
C -2.3850 -3.1547 1.0290
C -2.2193 -1.8922 0.4882
N -1.0383 -1.3205 0.3146
Si 2.0700 -0.6554 2.0339
C 2.1424 -1.9611 3.4500
C 3.8655 -0.0362 1.7696
C 1.0922 0.7890 2.7962
Si 2.4567 -2.4341 -0.6249
C 1.4442 -3.5047 -1.8446
C 3.4822 -3.7231 0.3870
C 3.8294 -1.4913 -1.5790
H 0.2840 0.6026 -3.5197
H -0.4115 -0.8286 -2.7543
H 1.3361 -0.7449 -3.0731
H -3.1016 0.7496 1.0689
H -3.1748 1.5536 3.4121
H -1.6818 3.4479 4.0908
H -0.1067 4.3634 2.3766
H -3.8004 3.3338 -1.7154
H -3.1722 4.9117 -2.1844
H -3.0390 4.3495 -0.5191
H -1.5972 1.9950 -4.0935
H -0.0814 2.8864 -4.0916
H -1.5959 3.7264 -4.3529
H -0.0799 5.0176 -0.6114
H -0.2864 5.5031 -2.2923
H 0.9783 4.3575 -1.8463
H 0.8878 -3.7412 1.5662
H -1.3172 -4.8287 1.8606
H -3.3717 -3.5844 1.1162
H -3.0761 -1.3192 0.1649
H 2.6800 -2.8598 3.1669
H 1.1377 -2.2602 3.7311
H 2.6244 -1.5621 4.3387
H 4.5449 -0.8423 1.5133
H 4.2520 0.4476 2.6614
H 3.8861 0.6882 0.9617
H 0.0353 0.5538 2.8547
H 1.1777 1.6852 2.1925
H 1.4316 1.0314 3.7996
H 0.7210 -4.1090 -1.3046
H 2.0701 -4.1774 -2.4279
H 0.8791 -2.8941 -2.5384
H 2.8438 -4.4334 0.9007
H 4.1018 -3.2414 1.1351
H 4.1405 -4.2967 -0.2596
H 3.4115 -0.7544 -2.2561
H 4.4353 -2.1793 -2.1648
H 4.4909 -0.9708 -0.8944
```

Output
HOMO-LUMO gap: 0.176 Eh
Electronic energy: -3807.937030 Eh
Total charge: -2
Largest force on an atom: 1.0 eV/A